Computed, not measured: a molecular structure, C30H32GaN2O2S4, with the ωB97M-V functional and the def2-TZVPD basis.

Each line ends with the Mulliken charge.
Positions of all 71 atoms, in Å:
1 Ga -0.99996 -1.58627 0.90170  -0.56
2 S -3.04805 -2.41938 2.39724  -0.10
3 S 0.03871 -3.75033 1.69235  0.15
4 S -4.10989 -0.86714 -2.09057  -0.25
5 S -0.23106 -0.88920 3.41591  0.28
6 O 0.59334 -1.00235 0.10828  -0.38
7 O 2.12763 -1.61676 1.60386  -0.68
8 N -1.78288 0.39829 0.89993  0.49
9 N 1.18205 1.16265 -1.46342  0.56
10 C 1.03374 1.93241 -2.65710  -0.59
11 C -3.49394 1.66740 -0.16512  -1.08
12 C 4.07122 2.02303 1.46796  -0.93
13 C 3.72705 2.95041 0.48323  -0.63
14 C -0.20867 2.50078 -2.90922  -0.57
15 C -2.80058 -4.11300 1.80274  -0.57
16 C 0.75773 -3.57309 3.35964  -0.87
17 C -2.47540 -2.46595 4.11198  -0.50
18 C -1.68222 -1.20576 4.44432  -1.10
19 C -3.08831 2.79548 0.51928  -0.52
20 C -1.36230 1.50916 1.52537  -0.11
21 C 2.77811 2.65531 -0.46967  -0.87
22 C 1.72286 -0.79922 0.78658  0.38
23 C -2.26524 -1.88025 -0.60222  0.01
24 C 0.92172 -2.16360 3.94550  -0.86
25 C 3.40715 1.38029 -3.36576  -1.67
26 C -2.59592 -2.85785 -1.58311  -0.45
27 C -2.79476 0.47619 0.01172  1.06
28 C 2.10331 1.41583 -0.47892  0.95
29 C -1.44416 -4.76280 2.05967  -0.75
30 C -0.41267 3.25297 -4.05342  -0.90
31 C 1.88564 2.87502 -4.70728  1.10
32 C 3.42227 0.81167 1.47924  -0.73
33 C -3.01722 -0.74731 -0.76487  0.04
34 C -3.57702 -2.44680 -2.43713  -0.53
35 C 0.63998 3.45350 -4.93401  -0.79
36 C -1.97983 2.72839 1.35617  -1.10
37 C 2.08645 2.07751 -3.57021  1.03
38 C 2.42564 0.48538 0.54612  0.48
39 C 3.00087 3.08174 -5.70525  -1.62
40 H -1.36004 -5.11977 3.08186  0.45
41 H -2.98907 -4.01131 0.73527  0.17
42 H -1.00840 2.34430 -2.19653  0.53
43 H -1.33246 -1.24804 5.47601  0.56
44 H -3.61453 3.73322 0.38560  0.44
45 H 0.65242 0.31428 -1.37669  0.11
46 H -1.38378 3.69434 -4.25340  0.41
47 H 2.53228 3.38240 -1.23437  0.54
48 H -3.35191 -2.52308 4.75547  0.51
49 H -1.37333 -5.63717 1.41151  0.52
50 H -4.33137 1.69877 -0.85187  0.51
51 H -0.49674 1.40746 2.16534  0.61
52 H 0.16855 -4.20776 4.01316  0.54
53 H -3.58553 -4.74266 2.21910  0.65
54 H -2.12445 -3.82848 -1.67006  0.50
55 H 3.79547 1.01020 -4.31598  0.57
56 H 3.94775 3.31217 -5.21339  0.34
57 H 4.21281 3.91976 0.45889  0.44
58 H 4.82472 2.25517 2.20971  0.41
59 H -1.60043 3.60461 1.86434  0.49
60 H -4.00794 -2.98918 -3.26791  0.49
61 H 3.15755 2.18318 -6.30985  0.36
62 H 2.76000 3.89918 -6.38480  0.40
63 H 3.30913 0.53492 -2.68755  0.33
64 H 3.66679 0.06438 2.22312  0.46
65 H 1.88560 -1.75958 3.65650  0.31
66 H 4.16002 2.05513 -2.94394  0.35
67 H 1.74917 -4.01000 3.27104  0.54
68 H 0.49488 4.06769 -5.81816  0.37
69 H 0.87127 -2.21043 5.03439  0.66
70 H -1.87929 -3.36486 4.26327  0.20
71 H -2.30457 -0.31524 4.33842  0.41

The max |F| comes out at 0.0130 hartree/bohr. The value obtained for the energy is -134419.369 eV. For the molar mass, the calculation gives 650.59 g mol⁻¹. The calculation puts the HOMO-LUMO gap at 0.254 Ha. Its net charge is +1. As for the energy above the lowest of the compared OMol25 structures with the same formula, charge and spin: 0.000 eV.

---

Computed, not measured: 10 unconnected molecules or ions with the total composition C23H49Br14N3O3, with the ωB97M-V functional and the def2-TZVPD basis.

Each line ends with the Mulliken charge.
Positions of all 92 atoms, in Å:
1 Br 7.50867 4.28944 4.32757  -0.15
2 Br 0.59580 -2.13278 8.52292  -0.10
3 Br -4.75295 -2.31216 3.97828  -0.17
4 Br -3.49723 -2.60531 -7.42524  -0.16
5 Br -3.00379 6.70986 4.86427  -0.14
6 Br 1.14120 6.68263 -1.05787  -0.14
7 Br 1.91127 1.03100 7.47395  -0.13
8 Br -2.54802 -4.93119 -3.41714  -0.17
9 Br -2.96343 -6.32700 5.44650  -0.16
10 Br -4.98836 3.63453 5.51066  -0.15
11 Br -4.16096 5.48758 -5.12806  -0.16
12 Br 6.19528 4.67611 -0.09901  -0.16
13 Br 2.62751 7.38331 -4.45644  -0.15
14 Br -5.97321 1.33442 -3.63800  -0.17
15 O 1.92866 -5.42651 1.64309  -0.59
16 O 0.36546 1.07826 -5.14409  -0.63
17 O -2.03338 1.76718 0.31533  -0.68
18 N -0.43702 0.19579 0.63434  0.21
19 N 2.81508 -5.83498 -0.39767  0.11
20 N 1.42493 -0.89733 -5.35547  0.16
21 C 0.58488 1.10630 1.20238  -1.01
22 C -5.18102 4.11880 -4.12356  -0.56
23 C 2.59617 -6.55930 -1.66773  -0.87
24 C 6.11918 4.19986 1.82020  -0.58
25 C 1.28898 0.53829 9.30473  -0.66
26 C -0.23700 -1.29923 0.76057  -0.97
27 C 1.67262 -2.09903 -6.17274  -0.91
28 C 0.73571 0.11492 -5.80449  0.14
29 C -3.01416 -4.55327 -5.34630  -0.62
30 C -3.13183 -4.58727 4.53723  -0.66
31 C -1.67055 0.56758 0.34503  0.16
32 C 1.58971 -0.95513 9.70235  -0.49
33 C -4.78009 2.67475 -4.53619  -0.56
34 C 0.86801 5.74410 -2.80053  -0.62
35 C -3.49588 -3.08104 -5.48864  -0.61
36 C 1.88911 -0.90263 -3.94661  -0.94
37 C -4.63755 -4.21544 4.43378  -0.49
38 C 0.82184 6.74683 -4.02465  -0.51
39 C 1.92914 -6.07244 0.63053  0.18
40 C 7.43607 4.66385 2.43612  -0.58
41 C -3.06516 3.73243 4.97805  -0.57
42 C 3.94477 -4.92525 -0.28075  -0.88
43 C -2.87851 4.90263 4.01696  -0.66
44 H -3.68171 4.80782 3.28622  0.39
45 H -3.84309 -5.22971 -5.55459  0.40
46 H 2.42363 -5.80562 -2.43605  0.29
47 H 3.86885 -4.33271 0.63097  0.28
48 H -2.23816 -4.79244 -6.07343  0.40
49 H 1.86087 0.09410 -3.50636  0.29
50 H -2.40963 4.00355 5.80562  0.37
51 H 7.51916 5.75014 2.40203  0.36
52 H -4.94216 2.47303 -5.59503  0.36
53 H 1.20713 -6.85238 0.34313  0.29
54 H -0.11170 5.28517 -2.66767  0.35
55 H 1.07454 -1.17829 10.63664  0.30
56 H 5.21361 4.57638 2.29589  0.40
57 H 3.94713 -4.23639 -1.12547  0.29
58 H 0.87817 1.03943 2.25003  0.30
59 H 0.33979 2.15504 1.03451  0.35
60 H -2.68759 -4.62209 3.54247  0.37
61 H -3.77371 2.41433 -4.20834  0.36
62 H -2.96602 -2.30871 -4.93111  0.39
63 H -2.72202 2.77117 4.59550  0.39
64 H 0.79494 -1.56907 0.53610  0.30
65 H 0.44295 -0.01843 -6.85744  0.30
66 H -6.23616 4.33709 -4.28827  0.37
67 H 2.93076 -1.22312 -3.92758  0.32
68 H -5.16446 -4.81343 3.69023  0.36
69 H 3.51783 -7.10785 -1.86194  0.31
70 H -0.88313 -1.82785 0.05974  0.34
71 H -5.00963 -4.38053 5.44492  0.36
72 H 1.29795 -1.60323 -3.35687  0.32
73 H 1.13947 -2.92258 -5.69776  0.29
74 H 1.63198 1.27534 10.03082  0.38
75 H -4.52260 -3.10089 -5.12317  0.37
76 H -2.51437 -3.83056 5.02120  0.39
77 H 8.30926 4.11549 2.08264  0.35
78 H -4.93816 4.34451 -3.08521  0.35
79 H 1.35970 -1.99672 -7.21183  0.32
80 H 0.34342 6.37779 -4.93185  0.37
81 H 1.74860 5.10267 -2.83584  0.35
82 H 0.24034 0.80397 9.17103  0.36
83 H -0.44633 -1.61515 1.78255  0.36
84 H -1.91153 4.79725 3.52508  0.37
85 H 0.22146 7.60043 -3.71002  0.34
86 H 4.89381 -5.45918 -0.32913  0.31
87 H 1.39129 0.90970 0.49586  0.35
88 H -2.28148 -0.34548 0.27223  0.28
89 H 6.04221 3.11844 1.93288  0.36
90 H 2.64540 -1.21420 9.78300  0.35
91 H 2.74818 -2.23558 -6.28508  0.33
92 H 1.71115 -7.19415 -1.62517  0.29

Its SMILES is CN(C)C=O.CN(C)C=O.CN(C)C=O.BrCCBr.BrCCBr.BrCCBr.BrCCBr.BrCCBr.BrCCBr.BrCCBr. The max |F| comes out at 0.0653 hartree/bohr. The value obtained for the energy is -1015851.769 eV. For the molar mass, the calculation gives 1534.32 g mol⁻¹. The calculation puts the HOMO-LUMO gap at 0.341 Ha. As for the energy above the lowest of the compared OMol25 structures with the same formula, charge and spin: 3.010 eV.

---

Computed, not measured: a molecular structure, C42H51AsBrMgO2PS, with the ωB97M-V functional and the def2-TZVPD basis.

Each line ends with the Mulliken charge.
Positions of all 100 atoms, in Å:
1 Br 3.12665 1.06536 -0.12386  -0.15
2 As -0.99325 -1.84514 2.77394  0.18
3 S -1.35265 1.63386 2.51804  -0.61
4 P 0.51965 -1.69944 -0.55696  1.29
5 Mg 0.18665 0.40126 1.17454  2.28
6 O 1.50655 0.01806 2.71434  -0.34
7 O 0.22625 1.44616 -0.24756  -0.13
8 C 0.74455 2.00626 -1.29166  0.58
9 C -0.83455 -2.45664 -1.54976  -0.85
10 C -3.36405 -0.49064 5.98024  -0.87
11 C 3.09205 -1.85334 -1.71536  -0.52
12 C -1.32135 4.80656 -1.97526  -1.74
13 C 2.25155 -0.82764 -4.14436  -0.54
14 C 3.99795 -1.67514 -2.74496  -0.75
15 C 0.03595 2.76906 -2.25336  -0.55
16 C 0.69725 3.17776 -3.40206  -0.66
17 C 0.53395 -4.36744 5.76524  -0.71
18 C -2.64285 -1.25244 5.08214  -0.52
19 C 4.02075 4.10096 -4.66476  -1.81
20 C 2.14605 0.86686 3.65854  -0.52
21 C 2.12075 1.86596 -1.54716  -0.40
22 C 1.80705 4.37126 -5.75406  -2.16
23 C 3.57665 -1.18224 -3.96706  -0.69
24 C -1.38995 -5.53584 4.95004  -0.77
25 C -2.03055 0.70976 3.82694  0.93
26 C 1.75315 -1.51424 -1.89176  0.67
27 C -0.29885 -5.47404 5.79994  -0.53
28 C -0.80335 -3.39814 3.99154  -0.15
29 C -3.40945 0.88656 5.81384  -0.67
30 C -4.47385 -1.90324 0.41164  -0.71
31 C 2.03675 2.94186 -3.67296  0.09
32 C 2.76535 2.28776 -2.68636  0.41
33 C 0.29245 -3.35774 4.85114  -0.31
34 C -3.54535 -4.10814 0.28904  -0.75
35 C 2.69215 3.39926 -4.96766  1.92
36 C -1.39455 3.27256 -2.07466  2.39
37 C -2.53075 -3.71654 1.14454  -0.73
38 C -4.52335 -3.19854 -0.07536  -0.65
39 C 1.18585 -3.20934 0.27834  -1.38
40 C -1.97635 -0.68384 4.00084  -0.20
41 C 1.50965 0.76966 5.03954  -0.81
42 C -2.09055 2.76616 -0.81226  -2.21
43 C 1.35195 -0.96914 -3.10726  -0.50
44 C 2.95385 2.17956 -5.85826  -1.48
45 C -2.74315 1.47166 4.76374  -0.85
46 C -1.64965 -4.49874 4.06934  0.00
47 C -3.47505 -1.52144 1.29054  -0.68
48 C -2.49265 -2.42814 1.67444  1.28
49 C -2.25775 2.85536 -3.27456  -1.78
50 H -2.59455 -2.32614 5.22444  0.40
51 H -3.96515 1.50166 6.50664  0.36
52 H -0.45725 -3.30024 -2.12766  0.49
53 H -2.31065 5.22356 -1.80136  0.47
54 H 1.64145 -0.22354 5.46774  0.24
55 H -1.62725 -2.78894 -0.88326  -0.09
56 H -1.87765 3.24606 -4.21416  0.30
57 H 1.96355 1.49396 5.71114  0.45
58 H -1.24795 -1.72134 -2.23716  0.40
59 H 2.03385 1.88196 3.27064  0.28
60 H -2.18005 1.68076 -0.82286  0.33
61 H -2.29075 1.76966 -3.34686  0.30
62 H 1.91225 -0.43834 -5.09006  0.47
63 H 4.43515 4.52606 -5.57596  0.47
64 H -0.67945 5.08936 -1.14326  0.37
65 H -0.91575 5.25196 -2.87986  0.33
66 H -0.09865 -6.28454 6.48534  0.38
67 H 3.82185 2.10346 -2.79326  0.33
68 H 5.03885 -1.91974 -2.59136  0.42
69 H 2.01315 1.70036 -6.11926  0.25
70 H 3.44815 2.48336 -6.77836  0.51
71 H 0.44465 0.98206 4.96644  0.12
72 H 3.44305 -2.25094 -0.77316  0.32
73 H -1.54315 3.05936 0.07984  0.32
74 H 4.75125 3.40846 -4.25806  0.31
75 H 1.58285 -3.90564 -0.45866  0.56
76 H -1.74485 -4.42054 1.40234  0.27
77 H -3.27325 3.22336 -3.14496  0.48
78 H -3.46175 -0.50604 1.67534  0.31
79 H -3.08975 3.19666 -0.75476  0.53
80 H -5.22185 -1.18634 0.10904  0.47
81 H 0.12395 3.73036 -4.12456  0.31
82 H 3.87115 4.90336 -3.94696  0.40
83 H 3.21385 0.61966 3.70644  0.42
84 H 0.32995 -0.65304 -3.25366  -0.03
85 H 1.36835 -4.29574 6.45054  0.43
86 H 1.98225 -2.92254 0.96644  0.31
87 H 1.73005 -0.90034 2.91164  0.03
88 H -5.32055 -3.50014 -0.73716  0.40
89 H 0.89375 3.88576 -6.08956  0.36
90 H 0.95525 -2.49524 4.81734  -0.01
91 H 0.38925 -3.69174 0.84534  0.16
92 H 2.34015 4.71356 -6.63836  0.47
93 H -2.04995 -6.39304 4.97904  0.42
94 H 1.55005 5.24026 -5.15356  0.42
95 H 4.27875 -1.06544 -4.77776  0.42
96 H -2.53735 -4.54564 3.45164  0.52
97 H -2.75275 2.54336 4.62744  0.49
98 H -3.87695 -0.96434 6.80454  0.40
99 H -3.55975 -5.11734 -0.09866  0.41
100 H 3.58285 1.45616 -5.34846  0.16

The max |F| comes out at 0.0290 hartree/bohr. The value obtained for the energy is -204930.177 eV. For the molar mass, the calculation gives 830.04 g mol⁻¹. The calculation puts the HOMO-LUMO gap at 0.269 Ha.

---

Computed, not measured: a gas-phase ion, C3H8NS (charge +1), with the ωB97M-V functional and the def2-TZVPD basis.

Each line ends with the natural charge from an NBO analysis.
Positions of all 13 atoms, in Å:
1 S -2.29333 0.30191 -0.13298  0.08
2 N -0.28018 -1.50933 0.09112  -0.68
3 C 0.48642 0.82014 0.82871  -0.41
4 C 0.60812 0.75340 -0.68290  -0.37
5 C -0.57437 -0.00166 0.07795  -0.11
6 H -0.17517 -1.94490 0.98236  0.45
7 H -1.02650 -1.87106 -0.51078  0.46
8 H 1.24911 0.17277 -1.20442  0.21
9 H 0.30423 1.65222 -1.33800  0.27
10 H -2.84723 0.18703 1.15496  0.17
11 H 0.51119 -1.65044 -0.49340  0.43
12 H 1.31203 0.21840 1.34657  0.24
13 H 0.36079 1.79810 1.23932  0.28

Its SMILES is [NH3+]C1(S)CC1. The max |F| comes out at 0.1059 hartree/bohr. The value obtained for the energy is -15557.557 eV. For the molar mass, the calculation gives 90.17 g mol⁻¹. The calculation puts the HOMO-LUMO gap at 0.394 Ha. Its net charge is +1. As for the energy above the lowest of the compared OMol25 structures with the same formula, charge and spin: 1.103 eV.

---

> energy of number 4 (C3H8NS)?

-15557.557 eV

---

> Among the records above, which one has the highest energy?

C3H8NS